*a*
Below is a 3-piece molecular cluster, C5H13NO2 overall, with properties calculated with wB97M-V/def2-TZVPD.

Last column: natural (NBO) charge in e.
Geometry (Å):
C -0.163 -0.450 -3.251  -0.53
C 0.606 -0.333 -2.171  0.01
N 0.151 -0.465 -0.870  -0.61
C 0.935 -1.014 0.229  -0.26
C 0.815 -3.109 1.561  -0.39
C 0.879 -2.494 0.385  -0.20
H -1.220 -0.648 -3.172  0.20
H 0.404 -0.289 -4.160  0.21
H 1.601 0.102 -2.218  0.19
H -0.812 -0.719 -0.781  0.37
H 0.631 -0.460 1.115  0.21
H 1.958 -0.656 0.090  0.20
H 0.737 -4.180 1.634  0.20
H 0.960 -2.512 2.451  0.19
H 0.993 -3.086 -0.521  0.20
H -0.154 4.616 -0.431  0.48
H -0.117 3.165 -1.210  0.49
O -0.560 3.775 -0.626  -0.97
H -2.330 3.376 4.559  0.46
H -2.883 2.845 3.294  0.47
O -2.433 2.534 4.093  -0.93

Properties
Structure (SMILES) = C=CCNC=C.O.O
LUMO = 0.81 eV

***

*b*
Below is a 2-piece molecular cluster, C5H13NO2 overall, with properties calculated with wB97M-V/def2-TZVPD.

Last column: natural (NBO) charge in e.
Geometry (Å):
O 1.465 2.847 1.859  -0.60
C 1.441 1.720 2.299  0.52
N 1.182 0.626 1.527  -0.62
C 0.614 0.866 0.186  -0.23
C 0.033 -0.425 -0.374  -0.42
C 0.520 -0.937 -1.733  -0.39
C -0.543 -1.634 -2.597  -0.61
H 1.695 1.522 3.347  0.12
H 0.813 -0.180 2.018  0.38
H 1.431 1.283 -0.387  0.21
H -0.142 1.637 0.280  0.21
H -1.058 -0.275 -0.382  0.20
H 0.155 -1.274 0.290  0.20
H 0.980 -0.159 -2.343  0.20
H 1.319 -1.639 -1.507  0.20
H -1.355 -2.121 -2.051  0.21
H -0.864 -0.957 -3.381  0.21
H -0.077 -2.452 -3.144  0.21
H -3.226 0.207 2.161  0.47
H -1.829 0.434 1.745  0.46
O -2.553 0.910 2.185  -0.92

Properties
Structure (SMILES) = CCCCNC=O.O
LUMO = 0.53 eV

***

Which is most stable, and by how much? *b*, by 0.0639 hartree.

***

*a*
Below is a 2-piece molecular cluster, C5H13NO2 overall, with properties calculated with wB97M-V/def2-TZVPD.

Last column: natural (NBO) charge in e.
Geometry (Å):
O 1.403 -2.466 -0.116  -0.65
C 1.420 -1.926 0.975  0.53
N 0.961 -0.672 1.204  -0.62
C 0.613 0.218 0.096  -0.26
C -0.574 1.231 0.353  -0.20
C -1.645 0.813 1.433  -0.63
C -1.372 1.537 -0.970  -0.60
H 1.906 -2.515 1.797  0.12
H 1.180 -0.178 2.052  0.40
H 1.494 0.807 -0.142  0.20
H 0.398 -0.330 -0.875  0.25
H -0.119 2.245 0.509  0.19
H -1.293 1.063 2.442  0.20
H -2.507 1.400 1.166  0.22
H -1.658 -0.293 1.404  0.22
H -2.085 0.774 -1.234  0.21
H -0.615 1.580 -1.748  0.21
H -1.750 2.518 -0.842  0.21
H 0.809 -1.835 -2.959  0.46
H 1.814 -2.402 -2.040  0.49
O 1.621 -1.573 -2.503  -0.94

Properties
Structure (SMILES) = CC(C)CNC=O.O
LUMO = 0.81 eV

***

*b*
Below is a 3-piece molecular cluster, C5H13NO2 overall, with properties calculated with wB97M-V/def2-TZVPD.

Last column: natural (NBO) charge in e.
Geometry (Å):
N -0.293 1.363 -0.177  -0.91
C 0.275 0.117 -0.011  0.62
C -0.644 -0.974 0.297  -0.80
C 3.953 -0.851 0.128  -0.67
C 2.461 -0.928 0.247  0.06
C 1.658 0.008 -0.265  -0.36
H -0.939 1.284 -0.986  0.47
H -1.008 1.426 0.587  0.46
H -1.602 -0.444 0.293  0.35
H -0.575 -1.813 -0.385  0.26
H 4.393 -1.262 1.040  0.24
H 4.237 0.190 -0.027  0.23
H 4.316 -1.469 -0.690  0.25
H 2.064 -1.678 0.932  0.21
H 2.128 0.797 -0.844  0.24
H -3.782 0.517 -1.750  0.47
H -3.618 0.613 1.636  0.45
O -2.808 0.577 1.121  -1.29
H -2.957 0.745 -0.422  0.51
H -0.561 -1.390 1.308  0.28
O -2.878 0.591 -1.429  -1.06

Properties
LUMO = -2.05 eV

***

Which is most stable, and by how much? *a*, by 0.1187 hartree.